1.
A molecular structure, C30H46O3P2Yb in a non-equilibrium geometry. Source: the Open Molecules 2025 dataset; level of theory: ωB97M-V/def2-TZVPD.

```
82
Properties=species:S:1:pos:R:3:forces:R:3:lowdin_spin:R:1
H 3.5586 0.0171 -3.9598 -0.42 -0.16 0.37 0.0003
H 0.9530 2.2981 -3.2775 1.09 -0.28 0.72 0.0000
C -1.6625 4.9635 2.2941 0.14 0.58 0.76 0.0002
H 2.8960 -0.8023 -0.1291 0.19 0.09 0.43 0.0001
H -2.3977 -1.6383 -4.8678 0.98 -0.82 0.31 0.0000
H -2.0102 -3.3468 -4.3211 0.48 1.46 0.43 0.0000
H 1.4078 -2.1968 -1.2989 -0.28 -0.28 0.28 0.0113
C -0.6175 6.9833 3.1271 0.53 -0.43 -0.09 0.0002
H 0.7073 0.7950 4.0212 0.04 0.10 -0.21 0.0082
C 1.8261 1.9769 -2.6222 -0.07 0.48 -0.38 -0.0002
H -2.6495 6.3754 3.5882 0.21 0.04 -0.16 0.0000
H 1.5905 2.9452 -6.7141 -0.37 0.19 0.40 0.0000
C 0.6994 5.4336 1.8223 -0.44 -0.43 -0.01 0.0002
C -1.4815 0.3224 -6.6196 -0.68 0.18 0.25 0.0000
C -0.4688 4.6268 1.6678 0.96 0.21 -0.18 0.0004
H -2.2126 -3.1011 0.7598 -0.34 0.15 0.06 -0.0021
C -1.1113 2.1137 -4.7574 -1.83 -1.24 -1.89 0.0002
C -0.9840 -1.3982 0.9565 -0.04 1.25 0.04 0.0287
H 2.5723 1.2171 -5.0684 -1.25 -0.28 0.14 0.0000
H -3.1100 -1.5521 0.8719 0.11 -0.29 -0.22 -0.0002
C 0.7167 -2.6506 -0.5635 -0.04 -0.94 0.20 0.0565
H 3.2282 -1.5112 1.4570 0.14 0.12 -0.03 0.0002
C -1.6280 -2.2734 -4.3407 -0.89 0.14 -0.63 0.0000
H -2.5640 0.5285 -2.9033 -0.20 -0.42 0.28 0.0000
C 0.6002 6.6314 2.5417 -0.03 -0.31 -0.39 0.0000
H 2.7482 2.0959 -3.2391 -0.77 0.30 0.59 0.0000
C -1.7042 0.9913 -5.2493 -0.98 1.39 -0.48 -0.0001
H -0.6539 7.9127 3.6883 -0.18 -0.14 -0.06 0.0000
C 1.5341 1.2684 -5.4680 1.18 -0.88 -1.31 0.0000
C 0.4816 -0.0225 2.0621 2.60 -0.79 -1.31 0.1739
O -1.5648 2.8445 0.5589 0.84 0.10 -0.40 0.0025
C -1.7330 6.1319 3.0553 -0.13 -0.32 -0.26 0.0000
H 1.6586 4.1853 0.7955 0.55 1.05 0.46 0.0000
H 3.6861 -1.1252 -2.6210 -0.15 -0.04 -0.37 0.0002
O 0.6214 3.1173 0.1381 -1.48 -0.14 0.14 0.0003
H 0.5594 2.0043 2.7345 0.17 -0.16 0.16 0.0079
C -2.0190 0.3076 2.5793 -0.17 0.16 0.35 0.0408
C 0.0402 -0.2006 -2.9681 0.10 0.96 -0.92 0.0020
H 1.2504 -3.5018 -0.1115 0.05 0.18 -0.05 0.0206
C 1.0046 0.1461 -6.0006 1.18 0.33 -0.19 0.0002
H -1.4056 2.5249 -3.7962 -0.40 0.11 0.12 0.0000
H -1.8474 0.3178 3.6656 -0.11 0.13 -0.20 0.0110
H 2.0800 1.0718 2.9411 -0.27 0.18 0.05 -0.0004
H 3.0603 0.2526 1.3184 0.03 -0.26 -0.25 -0.0002
H -2.4594 4.2294 2.2021 -0.13 0.49 0.08 0.0000
C 1.2338 -0.8326 1.1786 -0.59 2.00 1.59 0.0556
H 1.5081 7.2352 2.5671 -0.41 0.05 0.26 0.0000
H -2.9546 -0.2320 2.3953 0.15 0.27 0.07 -0.0002
H -2.0519 0.8378 -7.4295 0.28 -0.13 0.68 0.0000
H -1.9333 -0.6802 -6.5462 -0.08 0.56 -0.02 0.0000
C -0.8851 -0.3537 1.8999 -1.73 -1.53 -1.30 0.2395
C -0.0346 0.0771 -7.0833 -0.12 -0.36 0.09 0.0000
H -0.0096 -0.9653 -7.4508 0.04 0.59 -0.13 0.0000
H 2.5025 -1.4253 -3.9202 0.10 0.19 0.22 0.0000
H 1.6172 3.3433 -4.9854 0.02 -0.35 -0.46 0.0000
H 0.2512 0.7185 -7.9326 -0.11 -0.05 0.40 0.0000
H -2.1119 1.3536 2.2318 -0.07 -0.40 0.28 0.0135
Yb -0.8245 1.7360 -1.3210 0.74 0.34 1.88 0.0005
P 1.7736 0.1540 -2.1604 -1.49 0.49 0.05 0.0039
H 1.4572 -0.8482 -5.7959 0.04 0.95 0.04 0.0000
H 0.3164 -0.1576 -4.0169 0.18 -0.76 -0.14 0.0002
H -0.5390 0.7717 -3.1527 0.92 -1.59 0.28 0.0000
C 2.9684 -0.6448 -3.3046 0.57 -0.40 0.05 0.0020
C -2.5456 -0.3502 -2.2226 -1.15 -0.01 -0.15 -0.0002
H -3.4831 -0.9197 -2.3812 0.15 0.62 0.19 -0.0001
C 0.9868 1.0204 2.9809 0.20 0.13 0.30 0.0259
H -0.1767 -3.0426 -1.0743 0.78 0.03 0.37 0.0004
H -0.8347 2.9077 -6.7008 0.23 0.10 0.59 0.0000
P -1.2113 -1.5777 -2.6691 0.52 0.78 0.40 0.0013
C -2.2165 -2.0419 0.4652 -0.42 -0.91 -0.34 -0.0080
H 1.8879 2.6404 -1.7249 0.05 -0.60 -0.66 0.0000
C 1.1360 2.6876 -5.7351 0.02 0.86 -0.21 0.0000
H -2.2518 -2.0647 -0.6490 -0.22 -0.06 1.12 -0.0015
H -0.6607 -2.2979 -4.8821 -0.61 0.13 0.00 0.0000
H -0.5614 4.0684 -5.3611 0.29 -0.66 -0.37 0.0000
C 2.6858 -0.7084 0.9439 0.55 -0.50 0.16 -0.0018
C -0.3908 3.0175 -5.6900 1.12 0.27 -0.45 0.0000
C 0.3289 -1.6863 0.4863 -0.25 0.39 0.09 0.3060
H -2.6143 0.0071 -1.1456 0.31 -0.79 -0.90 -0.0004
C -0.4601 3.4710 0.7777 -0.12 -0.41 -0.56 0.0007
H -2.6639 0.6781 -4.8001 0.98 -0.38 0.29 0.0000
O 1.8796 5.0440 1.2933 -0.83 -0.60 -0.31 0.0001
```
Positions in Å, forces in eV/Å.

Output
Multiplicity: 2
HOMO (alpha / beta) (eV): -9.63 / -9.54
Frontier orbital gap (alpha / beta) (eV): 6.497 / 6.000
Charge: +1
Relative energy (zero: lowest compared OMol25 entry of this formula, charge and spin) (eV): 1.7102

***

2.
A molecular structure, C41H43BrN4O5S2Sc. Source: the Open Molecules 2025 dataset; level of theory: ωB97M-V/def2-TZVPD.

```
97
Properties=species:S:1:pos:R:3:forces:R:3:mulliken_charge:R:1
H 6.8171 -2.1321 1.7349 0.00 0.00 0.00 0.4215
C -5.1259 2.5133 1.0951 0.00 0.02 0.00 -0.7221
H 2.4257 0.9337 6.0845 0.01 0.00 0.00 0.3935
S -1.3482 1.3196 0.4317 0.23 -0.23 -0.34 -0.3382
H -0.3193 -0.9291 -4.6281 0.01 0.01 0.00 0.4696
C 3.2431 2.1483 0.1959 0.03 -0.08 -0.02 -0.7578
C 5.8368 -1.9087 2.1322 -0.01 0.01 0.00 -0.7593
H 1.3832 1.5665 0.8355 0.01 -0.06 0.01 -0.1644
O 1.2098 -0.9814 1.4286 0.28 -0.03 -0.01 -0.2688
C -5.2433 0.5136 -0.2358 0.01 -0.03 -0.01 -0.6627
H -0.4147 -1.9096 4.5721 0.01 -0.01 -0.01 0.3557
C -0.9841 4.4291 -2.9127 0.00 -0.03 -0.01 -0.5600
C -0.8225 3.8112 -0.5970 0.02 0.02 -0.05 -0.1385
C -1.4636 -3.7959 1.6067 -0.02 0.05 0.04 -1.4747
H -4.2192 -3.2338 -0.2893 0.02 0.00 -0.01 0.3184
H -5.2167 -0.5580 -5.1046 0.00 0.00 0.00 0.3961
H -1.6992 1.1408 -2.4905 -0.01 -0.04 0.00 0.2744
C 0.6680 -4.6921 2.5744 0.01 -0.02 0.05 -1.4025
H -6.9583 1.6204 0.4229 0.00 0.00 0.00 0.3793
C 0.0077 1.3237 3.7275 0.04 0.03 0.00 -0.2142
C -1.5841 -1.8498 -2.4896 -0.12 0.22 -0.14 0.1843
C -1.9394 -0.2786 -5.8971 0.00 -0.02 0.03 -0.8171
H -4.0367 -2.3283 1.2228 0.01 0.00 0.01 0.1803
C 2.3103 -1.3332 0.9244 0.01 0.51 0.08 2.2295
O 0.6130 -3.4852 0.5458 0.14 0.15 0.16 -0.7543
H 4.3019 -1.3500 5.1125 -0.02 0.02 0.01 0.4884
H -3.7485 0.2765 -6.9120 0.00 0.00 0.00 0.3913
C 3.9745 2.3941 -1.1186 0.01 0.03 0.01 -0.9493
H 0.0497 -4.9249 3.4402 -0.01 -0.01 -0.01 0.3595
C 1.0714 1.6356 4.5636 0.00 -0.01 -0.02 -0.6940
C 4.1661 1.1336 -1.9759 0.02 -0.03 0.01 -0.0577
C -3.1326 1.3826 0.4349 0.04 -0.08 -0.01 1.0648
C -4.1410 -0.6417 -5.0096 -0.01 0.00 0.00 -0.7527
C -3.7442 2.4295 1.1056 -0.03 -0.01 -0.01 -0.8938
H -1.2895 0.0807 -6.6859 -0.01 0.00 0.00 0.4059
H -1.9760 -4.1701 2.4808 0.00 0.03 0.02 0.2729
H 1.0497 -5.6223 2.1470 0.01 0.01 -0.01 0.3658
H -3.3528 -0.3967 -0.7422 0.04 -0.03 0.00 0.2941
H 2.3438 -1.0864 3.5881 0.15 -0.08 -0.11 -0.1030
N 1.9070 1.1432 -2.9702 0.04 0.02 0.01 -0.0756
H 3.5928 1.9770 -3.8634 0.00 -0.01 -0.02 0.4417
C -2.2492 -3.2237 0.5673 0.13 -0.28 -0.13 1.4513
C -3.5943 -1.2098 -3.8704 -0.01 0.02 -0.01 -0.1637
H -5.6180 3.3218 1.6206 0.00 0.00 0.00 0.4127
H -0.4314 5.7857 -1.3435 0.01 0.00 0.00 0.4122
C -1.4401 2.1623 -2.2456 0.01 -0.01 -0.01 -0.3057
C -5.8776 1.5551 0.4239 0.01 0.00 0.01 -0.6998
C -0.5566 0.0399 3.7004 -0.01 -0.17 0.00 -0.0541
C 4.4142 -1.4684 4.0437 0.03 -0.02 -0.01 -0.5966
H 4.9477 2.8267 -0.8700 0.00 0.02 -0.03 0.3797
H -0.9027 5.1759 -3.6926 0.00 0.00 0.00 0.3802
S -1.8751 -0.4042 2.6452 -0.10 0.18 0.12 -0.2906
H 3.9270 0.2491 -1.3769 -0.03 -0.01 -0.04 -0.1116
H 1.5285 -4.0994 2.8896 -0.01 0.02 0.01 0.2504
H -1.5348 2.8470 -4.2651 0.01 0.01 0.00 0.4937
H 1.3604 0.9122 -3.7904 0.00 0.01 -0.01 0.2462
N -2.3832 -2.3294 -1.5859 -0.02 -0.04 0.06 -0.9218
H 1.4830 2.6392 4.5466 0.00 0.00 0.00 0.3755
H -5.8253 -0.2396 -0.7530 0.00 0.00 0.01 0.4850
H 3.4341 3.1515 -1.6980 -0.03 -0.01 0.03 0.4509
H 3.8109 1.4127 0.7779 0.00 0.02 0.02 0.3420
C -1.3904 -0.8427 -4.7532 -0.02 0.02 -0.03 -0.0198
H 1.4406 -1.3519 6.0930 0.01 -0.01 0.00 0.3315
C 1.6033 0.6853 5.4252 -0.06 -0.01 0.07 -0.3003
C -1.1874 2.5165 -0.9290 -0.07 0.14 0.11 -0.2436
C 3.4877 -1.4845 1.8266 0.16 -0.06 -0.14 -0.7399
C 1.0462 -0.5906 5.4277 -0.14 0.09 0.14 -0.5148
H 4.8368 -1.8923 0.2256 0.01 0.00 0.00 0.4520
H 3.6378 0.2151 -3.8328 -0.02 -0.01 0.01 0.3963
O -0.9567 0.0642 -0.3441 -0.25 0.49 0.13 2.2502
H -0.5996 4.0631 0.4345 -0.01 0.00 0.00 0.4082
C -3.3167 -0.1720 -6.0257 0.00 0.01 -0.01 -0.3970
N -1.6434 -2.7131 -0.4713 -0.25 0.24 -0.18 0.4251
H 1.6895 0.4508 -2.2614 -0.05 0.01 0.02 -0.2821
C 3.3248 -1.3308 3.1972 -0.02 0.09 -0.10 0.6803
O -0.2853 -1.7293 -2.3779 -0.17 -0.05 -0.02 -0.9833
H -3.1514 3.1599 1.6434 0.01 -0.02 0.01 0.3886
H -4.2248 -1.5747 -3.0710 0.00 0.00 0.01 0.4244
C -0.0945 -3.9356 1.5217 -0.15 -0.12 -0.23 1.4572
H 1.4056 2.1587 -0.7155 0.02 0.05 0.03 -0.1294
C 5.6546 -1.7550 3.4976 -0.06 0.01 -0.03 0.0186
H 5.2146 1.0424 -2.2740 0.01 -0.01 0.04 0.4545
O 2.4216 -1.5424 -0.3222 0.02 -0.15 -0.06 -1.1733
N 1.9096 1.6074 -0.0301 0.02 0.08 0.03 0.4644
Br 7.1539 -1.9369 4.6509 0.03 -0.01 0.03 -0.2358
C -0.0004 -0.9082 4.5785 -0.03 0.02 0.03 -0.4009
C -3.8567 0.4189 -0.2377 -0.07 0.02 -0.02 -0.3518
C -2.2118 -1.3099 -3.7312 0.16 -0.05 -0.02 0.4153
C -1.3392 3.1236 -3.2362 0.02 0.02 -0.02 -0.7377
H -0.4023 2.0917 3.0822 -0.01 -0.01 0.00 0.4393
C 4.7391 -1.7726 1.2967 0.01 -0.04 0.00 -0.3108
H -4.0766 -4.0936 1.2697 0.01 0.00 0.01 0.5071
C 3.3382 1.1009 -3.2550 0.01 0.00 -0.05 -1.0928
H 3.2444 3.0784 0.7824 -0.02 0.02 -0.02 0.4048
C -0.7219 4.7735 -1.5956 0.00 -0.02 0.03 -0.6981
Sc 0.2233 -1.6473 -0.3856 0.07 -0.80 0.57 -0.5361
C -3.7422 -3.2363 0.6874 -0.04 -0.03 0.00 -1.4330
```
Positions in Å, forces in eV/Å.

Output
Multiplicity: 1
HOMO (eV): -3.93
Frontier orbital gap (eV): 6.285
Charge: -1
Relative energy (zero: lowest compared OMol25 entry of this formula, charge and spin) (eV): 1.7025

***

3.
2 unconnected molecules or ions with the total composition C4H7NO in a non-equilibrium geometry. Source: the Open Molecules 2025 dataset; level of theory: ωB97M-V/def2-TZVPD.

```
13
Properties=species:S:1:pos:R:3:forces:R:3:mulliken_charge:R:1
H -1.4928 0.3713 -1.2828 0.02 -0.02 0.16 0.3084
O 0.7754 -0.6278 1.0741 -0.14 -0.08 -0.03 -0.2576
H -0.3013 0.7467 0.1812 -0.04 -0.02 -0.04 0.1897
H 0.1775 -1.3172 -0.7767 -0.05 0.05 0.13 0.3538
H -2.1595 -0.4185 0.1646 0.10 0.09 -0.06 0.3055
C -0.0292 -1.2796 0.2910 0.07 -0.09 -0.04 -0.4927
C 1.1540 0.6206 0.5990 0.22 0.14 0.03 -0.3917
N 2.3249 0.5739 -1.7195 -0.46 0.03 0.93 -0.4599
H -1.9206 1.3010 0.1699 0.10 -0.12 -0.02 0.3397
C 1.8393 0.6039 -0.6650 0.34 -0.03 -0.78 0.3436
H -0.5282 -2.1189 0.7657 0.03 0.12 -0.05 0.3948
C -1.4803 0.3602 -0.1901 -0.17 -0.01 -0.09 -0.9321
H 1.6408 1.1845 1.3887 -0.03 -0.06 -0.14 0.2986
```
Positions in Å, forces in eV/Å.

Output
Multiplicity: 1
HOMO (alpha / beta) (eV): -8.70 / -8.70
Frontier orbital gap (alpha / beta) (eV): 8.704 / 8.704
Charge: 0
Relative energy (zero: lowest compared OMol25 entry of this formula, charge and spin) (eV): 5.5318